Computed, not measured: an isolated ion of composition C7H12BrN2O and charge +1 at a distorted geometry, with wB97M-V/def2-TZVPD.

## Properties
**Total charge**: +1
**E_HOMO**: -13.42 eV
**SMILES string**: C=C(Br)/[NH+]=C(/C)N(C)C(C)=O
**Energy relative to the best compared isomer or geometry (same formula, charge and spin)**: 77.2 kcal/mol
**Spin multiplicity**: 1
**Gap between HOMO and LUMO**: 9.678 eV

Each line ends with the Mulliken charge.
Geometry (Å):
C1 -2.278 1.907 -0.694  -0.52
C2 -1.237 2.135 0.095  0.09
C3 1.163 0.610 -0.172  1.20
C4 -0.798 -0.655 0.846  0.67
C5 2.608 0.586 -0.372  -1.68
C6 -1.663 -1.892 0.417  -1.53
C7 1.111 -1.833 -0.180  -1.09
N1 0.510 -0.531 0.065  0.15
N2 0.503 1.750 -0.343  -0.43
O1 -1.144 0.161 1.607  -0.39
Br1 -1.279 3.346 1.538  0.00
H1 -3.299 2.026 -0.286  0.30
H2 -2.231 1.335 -1.642  0.30
H3 2.960 0.001 0.378  0.51
H4 3.062 1.592 -0.196  0.35
H5 3.132 0.181 -1.194  0.40
H6 -2.680 -1.884 0.894  0.36
H7 -1.834 -1.905 -0.611  0.43
H8 -1.263 -2.828 0.849  0.43
H9 2.056 -1.884 -0.830  0.31
H10 1.351 -2.216 0.783  0.53
H11 0.384 -2.670 -0.456  0.32
H12 0.866 2.668 -0.500  0.29

Computed, not measured: the molecule C7H12BrN3Si at a distorted geometry, with wB97M-V/def2-TZVPD.

## Properties
**E_HOMO (alpha / beta)**: -8.55 / -8.14 eV
**Energy relative to the best compared isomer or geometry (same formula, charge and spin)**: 33.6 kcal/mol
**Spin multiplicity**: 1
**Gap between HOMO and LUMO (alpha / beta)**: 8.044 / 6.604 eV

Each line ends with the Mulliken charge.
Geometry (Å):
C1 1.968 0.223 2.053  -0.42
C2 0.385 -1.440 1.373  0.68
C3 0.159 -0.938 0.167  -0.49
C4 2.626 0.569 0.849  0.61
C5 0.295 0.780 -2.371  -1.06
C6 -1.491 1.903 -0.096  -1.15
C7 -2.247 -0.757 -1.292  -1.12
N1 1.143 -0.712 2.196  -0.39
N2 2.266 0.476 -0.298  -0.49
N3 -0.124 -2.599 1.871  -0.48
Si1 -0.769 0.342 -0.874  0.58
Br1 4.384 1.353 1.263  -0.21
H1 2.199 0.809 2.900  0.48
H2 0.679 1.914 -2.193  0.23
H3 1.177 0.127 -2.577  0.31
H4 -0.321 0.810 -3.200  0.44
H5 -1.200 2.763 -0.609  0.38
H6 -2.546 1.894 0.112  0.36
H7 -0.971 1.884 0.855  0.29
H8 -1.935 -1.503 -2.009  0.31
H9 -2.453 -1.323 -0.390  0.33
H10 -3.075 -0.075 -1.637  0.29
H11 -0.551 -3.353 1.301  0.25
H12 0.400 -3.148 2.606  0.28

Computed, not measured: a 3-piece molecular cluster, C7H12Cl4O2 overall at a distorted geometry, with wB97M-V/def2-TZVPD.

## Properties
**E_HOMO**: -9.71 eV
**SMILES string**: ClC(Cl)(Cl)Cl.CC(C)=O.CC(C)=O
**Spin multiplicity**: 1
**Gap between HOMO and LUMO**: 9.832 eV

Each line ends with the Mulliken charge.
Geometry (Å):
C1 0.034 -1.779 2.093  0.32
Cl1 -0.825 -2.546 3.461  -0.11
Cl2 0.465 -0.136 2.572  -0.08
Cl3 1.535 -2.690 1.756  -0.11
Cl4 -0.983 -1.780 0.689  -0.05
C2 -4.313 -0.624 -1.116  -0.82
C3 -4.378 -1.982 -1.774  0.81
O1 -5.286 -2.746 -1.551  -0.55
C4 -3.248 -2.344 -2.707  -0.92
H1 -5.103 -0.516 -0.371  0.30
H2 -4.312 0.228 -1.790  0.31
H3 -3.408 -0.628 -0.495  0.08
H4 -3.566 -3.261 -3.200  0.30
H5 -2.397 -2.581 -2.061  0.18
H6 -3.000 -1.544 -3.396  0.33
C5 3.462 1.500 1.490  -0.90
C6 3.552 2.930 1.036  0.78
O2 2.961 3.774 1.677  -0.55
C7 4.440 3.298 -0.096  -1.06
H7 4.398 1.000 1.747  0.35
H8 2.929 0.879 0.764  0.29
H9 2.862 1.450 2.396  0.18
H10 4.355 2.645 -0.968  0.33
H11 5.464 3.123 0.259  0.28
H12 4.361 4.331 -0.417  0.31

Computed, not measured: an isolated ion of composition C7H12ClFN3O and charge +1 at a distorted geometry, with wB97M-V/def2-TZVPD.

## Properties
**Total charge**: +1
**E_HOMO**: -11.71 eV
**Energy relative to the best compared isomer or geometry (same formula, charge and spin)**: 42.2 kcal/mol
**Spin multiplicity**: 1
**Gap between HOMO and LUMO**: 7.608 eV

Each line ends with the Mulliken charge.
Geometry (Å):
C1 -0.066 -0.091 -2.014  -0.20
C2 2.256 -0.381 -0.228  0.38
C3 -0.584 -0.276 0.451  -1.53
C4 -0.858 -0.814 -0.991  -0.28
C5 1.712 0.774 -0.996  0.50
C6 -0.072 1.056 0.512  0.67
C7 0.592 1.668 1.812  -1.03
N1 0.964 0.618 -2.026  -0.41
N2 3.339 -0.204 0.480  -0.34
N3 -2.366 -0.655 -1.327  -0.09
O1 1.701 -1.447 -0.358  -0.64
F1 2.531 1.861 -0.955  -0.31
Cl1 -1.080 2.092 -0.473  -0.12
H1 -0.624 -0.095 -3.062  0.28
H2 -1.442 -0.230 1.053  0.76
H3 -0.004 -1.019 1.062  0.33
H4 -0.490 -1.883 -0.996  0.51
H5 0.066 1.233 2.664  0.35
H6 0.532 2.758 1.888  0.38
H7 1.681 1.438 1.735  0.21
H8 3.856 0.643 0.385  0.24
H9 3.824 -1.017 0.831  0.27
H10 -2.846 -0.673 -0.438  0.33
H11 -2.766 -1.349 -1.936  0.35
H12 -2.389 0.255 -1.691  0.42

Computed, not measured: the molecule C7H12ClNO3S at a distorted geometry, with wB97M-V/def2-TZVPD.

## Properties
**E_HOMO (alpha / beta)**: -5.93 / -10.74 eV
**Expectation value of S²**: 2.006
**Spin multiplicity**: 3
**Gap between HOMO and LUMO (alpha / beta)**: 6.498 / 7.337 eV

Each line ends with the Mulliken charge.
Geometry (Å):
C1 1.867 -1.735 0.666  0.02
C2 -0.373 2.491 -0.470  -0.64
C3 -0.990 1.937 0.743  -0.61
C4 -0.252 1.514 -1.668  -0.47
C5 -0.249 0.644 1.145  -0.68
C6 0.457 0.187 -1.146  -0.75
C7 -0.180 -0.409 0.119  -0.17
N1 0.516 -1.643 0.595  0.11
O1 2.444 -2.779 0.615  -0.25
O2 -0.218 -3.905 1.778  -0.52
O3 -1.787 -2.637 0.315  -0.57
S1 -0.454 -3.030 0.656  1.05
Cl1 0.247 -4.004 -0.945  -0.19
H1 2.413 -0.715 0.557  0.40
H2 -0.875 3.520 -0.774  0.26
H3 0.605 2.869 -0.294  0.37
H4 -0.907 2.537 1.640  0.35
H5 -2.097 1.824 0.661  0.31
H6 -1.326 1.184 -2.052  0.27
H7 0.367 1.904 -2.596  0.32
H8 0.685 1.090 1.424  0.20
H9 -0.748 0.241 2.009  0.31
H10 0.542 -0.560 -1.971  0.24
H11 1.547 0.258 -0.797  0.28
H12 -1.233 -0.784 -0.210  0.35

Computed, not measured: the molecule C7H12ClNS at a distorted geometry, with wB97M-V/def2-TZVPD.

## Properties
**E_HOMO**: -8.57 eV
**SMILES string**: C/N=C(\Cl)[C@H]1[C@H](S)C1(C)C
**Energy relative to the best compared isomer or geometry (same formula, charge and spin)**: 11.3 kcal/mol
**Spin multiplicity**: 1
**Gap between HOMO and LUMO**: 9.269 eV

Each line ends with the Mulliken charge.
Geometry (Å):
C1 -0.509 -1.123 -0.121  -0.56
C2 -1.639 -0.588 -0.844  0.12
C3 0.852 -0.646 -0.768  -0.34
C4 0.388 -0.108 0.568  1.50
C5 -0.350 1.321 0.822  -1.43
C6 1.183 -0.626 1.712  -1.86
C7 -2.554 0.014 -2.836  -0.92
N1 -1.483 -0.159 -1.967  -0.26
S1 2.314 -1.658 -0.839  -0.22
Cl1 -3.131 -1.231 -0.065  -0.22
H1 -0.363 -2.151 0.122  0.48
H2 0.777 -0.068 -1.615  0.40
H3 -0.455 2.054 0.017  0.34
H4 -0.053 2.009 1.606  0.43
H5 -1.398 0.997 0.983  0.31
H6 0.983 -1.587 2.141  0.34
H7 0.917 -0.030 2.597  0.44
H8 2.309 -0.562 1.466  0.38
H9 -3.183 0.911 -2.670  0.26
H10 -2.079 0.035 -3.823  0.31
H11 -3.155 -0.843 -2.736  0.40
H12 2.493 -1.362 -2.071  0.11

Computed, not measured: C7H12F14Mg2N2O11S4 as an isolated structure at a distorted geometry, with wB97M-V/def2-TZVPD.

## Properties
**E_HOMO**: -9.56 eV
**Energy relative to the best compared isomer or geometry (same formula, charge and spin)**: 53.4 kcal/mol
**Spin multiplicity**: 1
**Gap between HOMO and LUMO**: 7.789 eV

Each line ends with the Mulliken charge.
Geometry (Å):
Mg1 -16.113 -7.548 21.920  1.01
Mg2 -15.854 -3.546 21.922  1.12
C1 -13.808 -2.732 18.188  0.62
F1 -13.459 -3.109 16.962  -0.20
F2 -12.995 -1.732 18.600  -0.20
F3 -15.007 -2.177 17.964  -0.21
S1 -13.923 -4.167 19.445  0.74
O1 -15.178 -4.882 19.093  -0.76
O2 -12.681 -4.891 19.282  -0.51
N1 -14.170 -3.452 21.071  -0.04
S2 -12.722 -3.219 21.597  1.04
O3 -11.666 -2.815 20.696  -0.59
O4 -12.852 -2.395 22.775  -0.74
C2 -12.152 -4.978 22.133  0.58
F4 -11.085 -5.412 21.422  -0.22
F5 -11.920 -4.820 23.429  -0.22
F6 -13.137 -5.800 21.930  -0.17
C3 -20.297 -2.726 23.582  0.64
F7 -20.672 -2.985 24.819  -0.19
F8 -21.358 -2.657 22.863  -0.21
F9 -19.716 -1.511 23.620  -0.24
S3 -19.076 -4.117 22.839  0.89
O5 -19.414 -4.273 21.394  -0.72
O6 -17.694 -3.704 23.033  -0.56
N2 -19.624 -5.623 23.472  -0.34
S4 -18.976 -5.695 24.927  1.05
O7 -17.877 -6.680 24.948  -0.68
O8 -18.637 -4.472 25.668  -0.56
C4 -20.480 -6.277 25.913  0.42
F10 -20.028 -6.875 27.048  -0.21
F11 -21.355 -5.273 26.201  -0.19
F12 -21.174 -7.230 25.210  -0.23
F13 -15.938 -5.490 21.986  -0.26
F14 -18.020 -7.594 21.945  -0.67
C5 -15.292 -4.323 24.988  -0.66
O9 -15.172 -3.420 23.890  -0.39
H1 -14.317 -4.800 25.082  0.35
H2 -15.577 -3.768 25.882  0.30
H3 -16.050 -5.101 24.898  0.12
H4 -14.454 -2.838 24.150  0.29
C6 -14.641 -8.407 19.228  -0.74
O10 -15.454 -7.599 20.061  -0.07
H5 -13.614 -8.413 19.594  0.32
H6 -15.253 -9.294 19.066  0.29
H7 -14.575 -7.963 18.235  0.27
H8 -15.514 -6.782 19.561  0.24
C7 -17.726 -2.066 19.842  -0.95
O11 -17.173 -3.180 20.556  0.42
H9 -17.136 -1.150 19.847  0.33
H10 -18.187 -2.234 18.868  0.30
H11 -18.598 -1.828 20.452  0.27
H12 -17.341 -4.014 20.111  0.11

Computed, not measured: a 2-piece molecular cluster, C7H12FN overall at a distorted geometry, with wB97M-V/def2-TZVPD.

## Properties
**E_HOMO**: -8.25 eV
**SMILES string**: C=C=C(C)C.N/C=C/F
**Energy relative to the best compared isomer or geometry (same formula, charge and spin)**: 64.8 kcal/mol
**Spin multiplicity**: 1
**Gap between HOMO and LUMO**: 9.121 eV

Each line ends with the Mulliken charge.
Geometry (Å):
C1 0.992 0.611 -1.860  -0.71
C2 1.305 -2.572 0.440  -0.10
C3 0.143 0.858 -0.884  -0.17
C4 -0.354 2.107 1.101  -1.34
C5 -2.286 1.167 -0.278  -1.39
C6 0.094 -2.618 -0.036  -0.08
C7 -0.815 1.306 -0.116  0.82
N1 2.072 -1.465 0.654  -0.34
F1 -0.652 -3.812 -0.081  -0.29
H1 1.052 1.545 -2.332  0.32
H2 1.543 -0.376 -1.831  0.32
H3 1.648 -3.521 0.824  0.31
H4 0.476 1.689 1.633  0.37
H5 -0.085 3.025 0.679  0.32
H6 -1.046 2.279 1.936  0.40
H7 -2.769 1.224 0.650  0.43
H8 -2.621 0.246 -0.714  0.37
H9 -2.643 1.921 -0.892  0.31
H10 -0.457 -1.785 -0.443  0.27
H11 1.846 -0.596 0.092  -0.02
H12 2.559 -1.235 1.457  0.19

Computed, not measured: the molecule C7H12INO2 at a distorted geometry, with wB97M-V/def2-TZVPD.

## Properties
**E_HOMO**: -9.34 eV
**SMILES string**: CN1CCCC[C@]1(I)C(=O)O
**Energy relative to the best compared isomer or geometry (same formula, charge and spin)**: 0.8 kcal/mol
**Spin multiplicity**: 1
**Gap between HOMO and LUMO**: 9.344 eV

Each line ends with the Mulliken charge.
Geometry (Å):
C1 0.185 -2.664 -0.345  0.69
C2 0.116 0.602 2.002  -0.72
C3 0.286 1.551 0.825  -0.61
C4 0.443 -0.834 1.482  -0.57
C5 -0.084 1.068 -0.586  -0.79
C6 -0.239 -1.221 0.064  -0.50
C7 -0.220 -0.595 -2.240  -0.91
N1 0.225 -0.342 -0.878  0.10
O1 -0.395 -3.646 0.379  -0.44
O2 0.994 -2.944 -1.190  -0.55
I1 -2.525 -1.197 0.465  0.07
H1 0.795 0.895 2.746  0.39
H2 -0.906 0.588 2.466  0.31
H3 -0.238 2.483 1.153  0.28
H4 1.361 1.747 0.890  0.36
H5 1.524 -0.919 1.399  0.38
H6 0.105 -1.664 2.178  0.32
H7 -1.061 1.150 -0.881  0.61
H8 0.518 1.800 -1.269  0.28
H9 -0.150 -1.635 -2.493  0.39
H10 -1.294 -0.211 -2.499  0.28
H11 0.441 -0.025 -2.981  0.29
H12 -0.906 -3.350 1.139  0.34

Computed, not measured: C7H12N as an isolated structure at a distorted geometry, with wB97M-V/def2-TZVPD.

## Properties
**Total charge**: +1
**E_HOMO**: -14.15 eV
**Energy relative to the best compared isomer or geometry (same formula, charge and spin)**: 141.8 kcal/mol
**Spin multiplicity**: 1
**Gap between HOMO and LUMO**: 10.358 eV

Each line ends with the Mulliken charge.
Geometry (Å):
C1 0.744 1.347 -2.374  -0.49
C2 0.172 0.220 -2.714  0.33
C3 0.961 1.120 1.193  -0.43
C4 0.009 0.067 1.239  0.94
C5 0.571 -1.355 1.462  -1.29
C6 -1.349 0.330 1.847  -1.54
C7 -0.314 -0.915 -2.946  -0.86
N1 0.565 0.827 0.061  -0.05
H1 0.141 2.178 -2.774  0.30
H2 1.702 1.775 1.622  0.38
H3 1.847 1.244 -2.453  0.31
H4 1.013 -1.702 0.477  0.33
H5 -0.310 -1.843 1.757  0.40
H6 1.302 -1.397 2.159  0.37
H7 -1.480 -0.204 2.862  0.38
H8 -1.967 0.059 1.090  0.41
H9 -1.588 1.388 1.984  0.44
H10 -0.216 -1.489 -3.856  0.28
H11 -1.048 -1.604 -2.410  0.27
H12 0.524 1.014 -1.073  0.52

Computed, not measured: an isolated ion of composition C7H12N and charge +1 at a distorted geometry, with wB97M-V/def2-TZVPD.

## Properties
**Total charge**: +1
**E_HOMO**: -14.14 eV
**SMILES string**: C=C1C[C@@H]1C=[N+](C)C
**Energy relative to the best compared isomer or geometry (same formula, charge and spin)**: 83.2 kcal/mol
**Spin multiplicity**: 1
**Gap between HOMO and LUMO**: 9.590 eV

Each line ends with the Mulliken charge.
Geometry (Å):
C1 -1.330 -0.550 -1.918  0.50
C2 -1.837 -1.758 -1.904  -0.86
C3 -0.757 0.696 -2.475  -0.54
C4 -1.035 0.632 -0.973  -0.31
C5 0.241 0.373 -0.253  0.22
C6 1.850 -0.537 1.272  -0.89
C7 0.085 0.801 2.170  -0.96
N1 0.681 0.209 1.031  0.09
H1 -2.292 -2.384 -1.061  0.24
H2 -1.964 -2.265 -2.765  0.31
H3 0.282 0.615 -2.747  0.26
H4 -1.529 1.119 -3.098  0.29
H5 -1.876 1.264 -0.693  0.40
H6 0.975 0.101 -1.092  0.13
H7 2.519 -0.773 0.458  0.33
H8 2.544 -0.146 2.018  0.31
H9 1.502 -1.481 1.704  0.37
H10 0.868 1.352 2.660  0.35
H11 -0.725 1.492 1.897  0.32
H12 -0.219 0.033 2.721  0.43

- spin multiplicity of number 8 (C7H12FN)?
  1

- Which formula does entry 6 have?
  C7H12ClNS